{
  "formula": "C43H79BN2O9S",
  "method": "wB97M-V/def2-TZVPD",
  "elements": ["C", "O", "C", "C", "C", "C", "C", "C", "C", "C", "C", "C", "C", "C", "C", "C", "C", "N", "S", "N", "C", "C", "C", "B", "O", "O", "H", "H", "H", "H", "H", "H", "H", "H", "H", "H", "H", "H", "H", "H", "H", "H", "H", "H", "H", "H", "H", "H", "H", "H", "H", "H", "H", "H", "H", "H", "H", "C", "C", "C", "O", "C", "H", "H", "H", "H", "H", "H", "H", "H", "C", "C", "C", "O", "C", "H", "H", "H", "H", "H", "H", "H", "H", "C", "C", "C", "O", "C", "H", "H", "H", "H", "H", "H", "H", "H", "C", "C", "C", "O", "C", "H", "H", "H", "H", "H", "H", "H", "H", "C", "C", "C", "O", "C", "H", "H", "H", "H", "H", "H", "H", "H", "C", "C", "C", "O", "C", "H", "H", "H", "H", "H", "H", "H", "H"],
  "xyz": [[4.8867, -0.0109, 4.0536], [5.8059, 0.7183, 3.1328], [5.0347, 1.4010, 2.0801], [4.7185, 0.3804, 0.8005], [5.8117, 0.5026, -0.4171], [5.0675, 0.2885, -1.8690], [5.7274, -0.9617, -2.7457], [5.6426, -2.4164, -1.9819], [4.4679, -3.3670, -2.6851], [3.1873, -3.5911, -1.6455], [1.7206, -3.4262, -2.3565], [0.8791, -2.0880, -1.9227], [0.8339, -1.8465, -0.3018], [-0.4948, -1.0612, 0.2497], [-1.6694, -2.0244, 0.9492], [-3.0641, -1.3752, 1.6017], [-3.3192, 0.2657, 1.5786], [-4.4764, 1.0863, 2.1296], [-4.1090, 2.7858, 1.7554], [-2.5336, 2.5998, 0.9664], [-2.1067, 1.1533, 0.8508], [-0.7117, 0.5958, 0.1864], [0.4720, 1.4990, -0.4995], [-0.0539, 2.7297, -1.4563], [-0.9627, 2.6093, -2.6130], [0.4488, 4.1085, -1.1365], [4.2350, -0.8046, 3.4865], [5.5100, -0.5857, 4.8661], [4.1444, 0.7201, 4.6005], [3.9661, 1.6695, 2.5259], [5.5141, 2.4169, 1.7379], [3.6145, 0.6243, 0.4198], [4.7635, -0.7105, 1.2330], [6.2492, 1.6101, -0.3718], [6.6962, -0.2626, -0.2751], [3.9150, 0.0970, -1.7810], [5.2861, 1.2665, -2.5003], [6.8694, -0.6856, -2.9433], [5.1131, -1.0064, -3.7517], [5.4921, -2.2837, -0.8222], [6.6710, -2.9683, -2.1397], [4.0823, -2.9399, -3.7096], [4.9519, -4.4355, -2.8433], [3.3857, -2.8851, -0.7340], [3.2756, -4.7042, -1.2254], [1.8962, -3.4574, -3.5266], [1.0974, -4.3964, -2.0779], [-0.2288, -2.2456, -2.3384], [1.3174, -1.1865, -2.5393], [1.7950, -1.1924, -0.0314], [0.9328, -2.9266, 0.1960], [-1.5484, -3.2093, 1.0118], [-3.8740, -2.0465, 2.1186], [1.2240, 1.8349, 0.3540], [1.1062, 0.7782, -1.2093], [-0.4407, 2.4228, -3.4685], [-0.2528, 4.5899, -0.5778], [3.3106, -8.9447, -2.6929], [1.8059, -8.9920, -2.7588], [1.4120, -7.8941, -1.7949], [2.4552, -6.9107, -1.8354], [3.5746, -7.4625, -2.5424], [3.8027, -9.3786, -3.5671], [3.6601, -9.4791, -1.8015], [1.4709, -8.7381, -3.7714], [1.3843, -9.9647, -2.4929], [1.3473, -8.2705, -0.7685], [0.4572, -7.4290, -2.0568], [3.6295, -6.9684, -3.5185], [4.4968, -7.2539, -1.9932], [10.1528, 0.8639, -4.7271], [10.8570, -0.2682, -4.0249], [9.8206, -1.3693, -4.0809], [9.0563, -1.1610, -5.2766], [9.3749, 0.1354, -5.8011], [10.8307, 1.6203, -5.1307], [9.4609, 1.3574, -4.0342], [11.7459, -0.5626, -4.5952], [11.1689, -0.0274, -3.0055], [9.1329, -1.3116, -3.2305], [10.2692, -2.3667, -4.0998], [9.9819, -0.0087, -6.7016], [8.4551, 0.6566, -6.0800], [8.2009, 5.8413, -6.2212], [7.5320, 4.6122, -6.7803], [8.7065, 3.8385, -7.3385], [9.8428, 4.1632, -6.5259], [9.5032, 5.2805, -5.6931], [7.6135, 6.3506, -5.4531], [8.4016, 6.5547, -7.0294], [7.0622, 4.0442, -5.9687], [6.7687, 4.8300, -7.5316], [8.9318, 4.1443, -8.3657], [8.5409, 2.7573, -7.3247], [9.3890, 4.9106, -4.6683], [10.3141, 6.0138, -5.7110], [-6.1530, -1.2223, 6.0268], [-6.8794, -0.7616, 4.7896], [-6.0482, -1.3788, 3.6860], [-5.4925, -2.5918, 4.2122], [-5.7028, -2.6114, 5.6309], [-6.7715, -1.2152, 6.9279], [-5.2800, -0.5829, 6.2044], [-7.8914, -1.1830, 4.7753], [-6.9602, 0.3251, 4.7059], [-5.2163, -0.7256, 3.4022], [-6.6377, -1.6014, 2.7918], [-6.4785, -3.3552, 5.8432], [-4.7814, -2.9142, 6.1361], [-11.4141, 1.9743, 5.4577], [-12.0831, 0.7452, 4.8986], [-10.9086, -0.0285, 4.3404], [-9.7723, 0.2962, 5.1531], [-10.1119, 1.4135, 5.9858], [-12.0016, 2.4836, 6.2258], [-11.2134, 2.6877, 4.6495], [-12.5528, 0.1772, 5.7103], [-12.8464, 0.9631, 4.1473], [-10.6832, 0.2773, 3.3133], [-11.0742, -1.1097, 4.3542], [-10.2261, 1.0436, 7.0106], [-9.3009, 2.1468, 5.9679], [-13.9690, 7.1137, 5.0765], [-14.6380, 5.8846, 4.5175], [-13.4635, 5.1108, 3.9593], [-12.3272, 5.4356, 4.7719], [-12.6668, 6.5529, 5.6047], [-14.5565, 7.6229, 5.8447], [-13.7683, 7.8270, 4.2684], [-15.1078, 5.3165, 5.3291], [-15.4013, 6.1024, 3.7662], [-13.2381, 5.4166, 2.9321], [-13.6291, 4.0297, 3.9731], [-12.7810, 6.1830, 6.6295], [-11.8559, 7.2862, 5.5867]],
  "mulliken_charge": [-0.5304, -0.3908, -0.4360, 0.5625, -0.6479, -0.1036, -0.2448, -0.3350, -0.6533, 0.2819, -0.6859, -0.2827, 0.0994, 0.0334, -0.7039, -0.3636, 0.3285, -0.3752, 0.1277, -0.4415, 0.3091, 0.4365, 0.1276, 0.4913, -0.5299, -0.5870, 0.2011, 0.2399, 0.2468, 0.2304, 0.3271, -0.4283, 0.0727, 0.3564, 0.2248, -0.2021, 0.3193, -0.3164, 0.3528, 0.2090, 0.3387, 0.3891, 0.1218, 0.0392, 0.0448, 0.3604, 0.0370, 0.3108, 0.2028, -0.3923, 0.4612, 0.2208, 0.1576, -0.0208, -0.2123, 0.3019, 0.3235, -0.5616, -0.5333, -0.5077, -0.3403, -0.3649, 0.3267, 0.2649, 0.2691, 0.3356, 0.2930, 0.2592, 0.2564, 0.2786, -0.3224, -0.6026, -0.2548, -0.4231, -0.3040, 0.3101, 0.2132, 0.2672, 0.3440, 0.0534, 0.3039, 0.2983, 0.1295, -0.5299, -0.4991, -0.2249, -0.3856, -0.4101, 0.3284, 0.2546, 0.2175, 0.3497, 0.2731, 0.1017, 0.2526, 0.2809, -0.6484, -0.0617, -0.0960, -0.4275, -0.4746, 0.3437, 0.2751, -0.0245, 0.2543, -0.0300, 0.3313, 0.2546, 0.3083, -0.2737, -0.5899, -0.5276, -0.2725, -0.5496, 0.3056, 0.1136, 0.2902, 0.3000, 0.3168, 0.3120, 0.2870, 0.2819, -0.5065, -0.6100, -0.1971, -0.3622, -0.4414, 0.3275, 0.2513, 0.2750, 0.3388, 0.2704, 0.1332, 0.2645, 0.2571],
  "mol_weight_da": 810.989,
  "total_energy_ha": -2894.92578,
  "e_homo_ev": -8.014,
  "de_lowest_kcal_mol": 283.58,
  "lumo_ev": -1.32,
  "smiles": "COCCCCCCCCCCCc1ccc2nsnc2c1CB(O)O.C1CCOC1.C1CCOC1.C1CCOC1.C1CCOC1.C1CCOC1.C1CCOC1",
  "homo_lumo_gap_ha": 0.2459
}